Here is a 5-piece molecular cluster, C46H71BIN2O3PS2 overall in a non-equilibrium geometry from the OMol25 dataset. Energies are from ωB97M-V with the def2-TZVPD basis set.

```
127
Properties=species:S:1:pos:R:3:forces:R:3:mulliken_charge:R:1
C 2.102348 -2.154940 1.392616 1.014 0.004 0.539 -0.372
C 2.914046 -2.875391 0.209045 0.195 0.690 0.277 -0.644
C 3.084940 -1.954268 -1.122852 1.163 -0.851 -0.076 -0.401
C 3.673776 -0.498438 -0.798508 0.416 -0.716 1.529 -0.630
N 3.871124 0.373912 -1.990214 0.603 0.861 0.625 0.215
C 2.634121 0.584190 -2.800033 -0.743 -0.572 0.166 -1.367
C 1.284497 0.827720 -1.908336 1.255 0.590 0.310 1.608
C 0.338305 1.858640 -2.650371 0.491 0.715 0.235 -0.913
C -1.235736 1.572296 -2.758375 -0.008 2.279 -1.831 -0.862
P -1.907688 -0.101425 -2.250380 1.070 -0.225 -0.334 1.066
C -2.176410 -0.571621 -4.082041 -0.060 -1.431 -2.147 -1.296
C -3.517573 -0.143149 -4.818327 -0.707 -0.161 -1.526 -0.419
C -4.014990 1.368041 -4.688567 1.756 0.109 -0.579 -0.804
I -5.991269 1.542132 -5.643344 0.923 0.072 0.537 0.009
C -1.590720 0.106842 -0.378122 0.775 0.218 1.880 -0.145
C -1.524500 1.551390 0.251199 -0.573 0.604 1.509 -0.398
C -2.882769 2.415115 0.237785 1.383 0.267 0.400 -0.500
O -3.713385 1.869973 1.322604 -1.318 1.769 -0.179 -0.220
C -4.833275 2.702932 1.577016 -2.466 0.515 -1.586 0.523
C -4.861471 3.406468 3.034359 0.851 -1.397 -1.140 -0.856
O -5.759898 2.857391 0.740361 3.647 -0.524 3.035 -0.536
B -3.699768 -0.629328 -1.774071 -2.486 -1.809 -0.657 0.322
O -4.083071 -2.015734 -2.042255 1.700 2.053 0.358 -0.711
N -4.773816 0.230296 -1.189712 -0.562 -1.954 0.707 0.203
C -5.971641 0.367448 -2.078409 0.231 1.752 -1.952 -0.732
C -5.284889 -0.581588 -0.000037 -0.417 -0.923 0.140 -1.219
C 4.580303 1.623865 -1.685323 -0.791 0.695 0.751 -0.033
S 4.153810 2.613684 -0.381146 0.823 -1.324 -1.835 -0.138
S 6.012886 2.007923 -2.820267 -1.636 -0.471 0.067 -0.093
C 5.933787 3.781302 -3.357926 -0.078 1.381 -0.141 -0.687
C 4.460229 4.371469 -3.551039 0.165 1.187 -0.418 -0.295
C 3.768586 4.001222 -4.958812 -0.864 0.277 0.404 -0.477
H 1.742283 -2.928708 2.165725 0.281 1.228 -1.302 0.332
H 2.859591 -1.499107 1.964846 -1.250 -0.829 -0.825 0.168
H 1.269544 -1.457321 1.047936 0.911 -1.172 0.367 -0.200
H 2.458623 -3.895421 -0.028095 0.513 1.516 0.027 0.352
H 3.967486 -3.091195 0.630221 -1.562 0.294 -0.759 0.281
H 2.151858 -1.959763 -1.774998 1.023 0.163 1.083 0.173
H 3.902823 -2.494307 -1.736822 -1.345 0.879 0.692 0.275
H 4.724857 -0.676822 -0.349940 -1.598 0.281 -0.682 0.508
H 3.082863 0.012631 0.052822 0.665 -0.708 -1.471 0.127
H 2.436019 -0.411754 -3.349905 0.466 1.770 0.391 0.268
H 2.845732 1.442914 -3.519517 -0.410 -1.249 0.848 0.336
H 0.882177 -0.207578 -1.687849 0.067 1.405 -0.440 -0.507
H 1.568034 1.285673 -0.886300 -0.335 -0.778 -1.630 -0.030
H 0.455097 2.873868 -2.107918 -0.102 -1.596 -0.819 0.185
H 0.795259 2.054430 -3.694927 -1.049 -0.479 1.474 0.175
H -1.790625 2.494417 -2.333280 0.757 -1.754 -0.227 0.330
H -1.441549 1.681474 -3.892648 0.096 -0.343 1.923 0.564
H -0.952854 -1.210505 -2.207906 -0.474 0.364 -0.031 -0.382
H -1.297797 -0.295686 -4.786958 -1.145 -0.257 1.264 0.400
H -2.167648 -1.734055 -4.120713 -0.089 1.661 0.080 0.313
H -4.425070 -0.838845 -4.650164 1.617 0.973 0.250 0.347
H -3.304412 -0.283579 -5.949924 -0.501 0.221 1.730 0.379
H -3.977641 1.816884 -3.643669 -0.533 -0.715 -1.310 0.154
H -3.318703 2.007710 -5.350791 -1.250 -0.830 1.102 0.573
H -0.608450 -0.443166 -0.105643 -1.438 0.848 -0.396 -0.670
H -2.408633 -0.484655 0.194772 1.134 0.884 -0.769 0.566
H -1.294442 1.410087 1.378410 -0.344 0.323 -1.699 0.114
H -0.699972 2.251700 -0.115400 -0.963 -1.255 0.055 0.270
H -3.411780 2.446786 -0.767779 0.424 -0.231 1.470 0.135
H -2.602425 3.481376 0.588854 -0.384 -1.469 -0.831 0.649
H -3.766397 3.538722 3.328267 -1.575 0.094 -0.240 0.202
H -5.305594 2.622269 3.738538 0.429 1.298 -0.861 0.260
H -5.449814 4.375755 2.983632 0.747 -1.451 0.128 0.320
H -3.318467 -2.518311 -2.390655 -0.679 0.330 0.189 0.386
H -5.913362 1.426066 -2.540230 -0.352 -1.599 0.679 0.168
H -5.936940 -0.344528 -2.987168 -0.340 0.782 1.553 0.187
H -6.972613 0.315363 -1.543396 1.501 -0.131 -0.501 0.440
H -5.750406 0.097463 0.796057 0.847 -0.950 -1.169 0.147
H -4.468182 -1.272016 0.425941 -1.180 1.316 -0.305 0.353
H -6.091649 -1.302713 -0.406967 1.179 0.977 0.906 0.451
H 6.439831 3.832386 -4.395477 -0.728 -0.504 1.619 0.377
H 6.607045 4.429832 -2.680539 -1.380 -1.029 -0.824 0.365
H 4.573059 5.521866 -3.548579 -0.052 -1.771 0.143 0.431
H 3.742110 4.141877 -2.690733 1.282 0.126 -1.159 0.085
H 4.413198 3.365969 -5.650549 -0.884 0.669 1.073 0.303
H 2.770952 3.482708 -4.700761 1.592 0.470 -0.758 -0.147
H 3.459589 4.950823 -5.538467 0.649 -1.428 0.953 0.254
C 0.356632 1.451439 6.413856 0.021 0.003 -0.117 -0.461
C 1.684949 1.151163 6.123613 -0.086 0.008 0.018 -0.434
C 2.177019 1.339863 4.837502 -0.024 -0.023 0.021 -0.458
C 1.340405 1.824365 3.839318 0.039 -0.021 -0.040 -0.457
C 0.013497 2.117173 4.125115 -0.057 0.019 0.042 -0.213
C -0.481111 1.933574 5.411968 0.109 -0.048 0.034 -0.468
H -0.025536 1.308416 7.418910 0.030 0.006 -0.075 0.376
H 2.337134 0.768656 6.902090 -0.049 0.051 -0.047 0.438
H 3.212720 1.107978 4.612530 -0.076 0.023 0.015 0.393
H 1.724396 1.973222 2.835485 -0.020 -0.017 0.051 0.519
H -0.636924 2.490033 3.340487 0.035 -0.019 0.076 0.414
H -1.517758 2.163476 5.634444 0.080 -0.018 -0.015 0.379
C 2.767526 -3.638040 5.337096 -0.099 -0.051 0.059 -0.453
C 2.753642 -5.001081 5.058360 -0.058 0.036 0.018 -0.533
C 1.712232 -5.797050 5.525445 -0.044 0.073 0.036 -0.279
C 0.685639 -5.229800 6.276131 0.137 0.038 -0.064 -0.110
C 0.704507 -3.868305 6.562669 0.035 -0.040 -0.038 -0.687
C 1.743780 -3.072517 6.092215 0.036 -0.052 -0.027 -0.114
H 3.576093 -3.016443 4.967363 -0.055 -0.040 0.033 0.411
H 3.555027 -5.443642 4.475847 -0.071 0.032 0.041 0.377
H 1.700018 -6.859501 5.305042 0.001 0.069 0.026 0.363
H -0.127884 -5.849392 6.638481 0.043 0.045 -0.022 0.319
H -0.092231 -3.426868 7.152424 0.064 -0.032 -0.059 0.358
H 1.757051 -2.010497 6.313824 -0.021 -0.068 -0.042 0.352
C -0.550086 -9.320831 6.164939 0.030 -0.079 0.054 -0.193
C 0.176689 -9.109307 7.332350 -0.008 -0.049 -0.034 -0.137
C 0.651334 -10.193630 8.063390 -0.040 -0.035 -0.068 -0.529
C 0.395466 -11.490643 7.629087 -0.038 0.092 -0.042 -0.341
C -0.339110 -11.702317 6.466542 0.017 0.065 0.014 -0.366
C -0.810634 -10.618000 5.733478 0.049 0.025 0.066 -0.458
H -0.914508 -8.474921 5.591493 0.012 -0.055 0.039 0.358
H 0.374048 -8.097823 7.672407 0.009 -0.083 -0.022 0.249
H 1.220823 -10.028263 8.971759 -0.046 -0.009 -0.073 0.359
H 0.767542 -12.336182 8.197364 -0.033 0.061 -0.038 0.355
H -0.543728 -12.713667 6.130902 0.023 0.088 0.026 0.350
H -1.381383 -10.783160 4.825892 0.046 0.011 0.071 0.353
C 0.105209 7.687209 -5.944969 0.057 -0.028 -0.071 -0.513
C 0.308601 8.768178 -6.796857 0.014 -0.063 -0.027 -0.290
C 0.913144 8.575201 -8.035015 -0.008 -0.079 0.053 -0.410
C 1.318645 7.300939 -8.420148 -0.029 0.027 0.091 -0.309
C 1.123749 6.221308 -7.564601 -0.026 0.051 0.039 -0.480
C 0.515626 6.413689 -6.327502 0.021 0.086 -0.063 -0.267
H -0.372212 7.836973 -4.982578 0.041 -0.008 -0.069 0.353
H -0.005200 9.762197 -6.495829 0.018 -0.087 -0.029 0.355
H 1.068413 9.417837 -8.700315 -0.014 -0.067 0.054 0.353
H 1.787536 7.149866 -9.386397 -0.030 0.010 0.073 0.357
H 1.445215 5.228429 -7.862214 -0.034 0.078 0.020 0.372
H 0.361504 5.571313 -5.661265 0.011 0.055 -0.050 0.476
```
Positions in Å, forces in eV/Å.

Output
energy	-97705.5817	eV
SMILES	CCCCN(CCCC[PH](CCCI)(CCCOC(C)=O)B(O)N(C)C)C(=S)SCCC.c1ccccc1.c1ccccc1.c1ccccc1.c1ccccc1
LUMO energy	-0.6547	eV
gap between HOMO and LUMO	7.27	eV